(1)
Here is C36H27F5N2O3RuS6Te as an isolated structure at a distorted geometry from the Open Molecules 2025 dataset. Energies are from the ωB97M-V functional and the def2-TZVPD basis.

Each line ends with the Löwdin spin population.
CARTESIAN COORDINATES (ANGSTROEM)
Ru: -3.16 0.33 0.60  2.438
S: -6.68 -5.83 3.13  0.124
C: -5.87 -4.49 2.57  0.014
S: -4.92 -4.34 1.07  0.017
C: -4.65 -2.61 1.09  0.180
C: -5.05 -1.99 2.31  0.148
S: -4.16 -0.59 2.71  0.368
S: -6.00 -2.98 3.41  -0.013
S: -3.94 -1.84 -0.21  0.266
F: -5.82 6.55 2.89  0.005
C: -5.51 5.29 2.43  0.020
C: -6.54 4.31 2.47  -0.003
F: -7.73 4.46 3.13  -0.002
C: -6.35 3.16 1.77  0.020
F: -7.27 2.14 1.83  0.010
C: -5.25 2.91 0.97  0.043
S: -5.21 1.48 0.08  0.275
C: -4.23 3.87 1.05  0.024
F: -3.17 3.77 0.23  0.006
C: -4.30 5.02 1.78  -0.003
F: -3.26 5.88 1.66  -0.002
O: -2.89 2.98 3.24  0.004
C: -1.95 2.25 2.97  0.010
C: -0.66 2.37 3.82  0.003
C: -0.02 1.01 3.65  0.001
C: -0.76 0.41 2.40  0.015
O: -0.52 -0.70 1.95  0.022
N: -1.89 1.23 2.04  0.054
H: -0.95 2.66 4.83  0.000
H: -0.01 3.20 3.47  0.000
H: -0.21 0.32 4.48  0.000
H: 1.11 1.07 3.66  0.000
C: 8.71 -1.62 0.89  0.000
C: 7.24 -1.39 0.59  0.000
C: 6.28 -2.15 1.19  0.000
C: 4.88 -1.87 1.02  0.001
C: 3.84 -2.61 1.86  0.000
C: 4.53 -0.76 0.21  0.005
Te: 2.44 -0.29 -0.22  0.006
N: -1.99 0.49 -0.71  0.615
C: -0.86 0.83 -1.33  0.101
O: 0.21 1.16 -0.74  0.173
C: -1.15 0.97 -2.82  0.009
C: -1.81 0.10 -3.67  0.015
C: -2.33 0.48 -4.87  0.000
C: -2.22 1.81 -5.28  0.012
C: -1.56 2.75 -4.47  0.000
C: -0.95 2.33 -3.28  0.012
C: 1.97 -1.74 -1.73  -0.001
C: 2.79 -1.77 -2.87  0.000
C: 2.45 -2.64 -3.91  0.000
C: 1.28 -3.38 -3.93  0.000
C: 0.41 -3.22 -2.87  0.000
C: 0.82 -2.63 -1.70  0.000
C: 0.09 -2.90 -0.41  0.002
C: 5.56 0.03 -0.48  0.000
C: 5.12 1.16 -1.38  0.000
C: 6.89 -0.27 -0.25  0.000
H: 8.88 -2.48 1.58  0.000
H: 9.12 -0.73 1.44  0.000
H: 9.36 -1.67 0.01  0.000
H: 6.68 -2.95 1.83  0.000
H: 4.30 -3.49 2.36  0.000
H: 3.01 -2.94 1.28  0.000
H: 3.45 -1.95 2.67  0.000
H: -1.88 -0.96 -3.36  0.002
H: -2.83 -0.27 -5.47  0.000
H: -2.73 2.14 -6.21  0.001
H: -1.51 3.81 -4.75  0.000
H: -0.38 3.09 -2.76  0.000
H: 3.67 -1.09 -2.94  0.000
H: 3.11 -2.70 -4.72  0.000
H: 1.00 -4.06 -4.70  0.000
H: -0.55 -3.70 -2.86  0.000
H: -0.61 -3.73 -0.58  0.001
H: -0.48 -2.03 -0.04  0.002
H: 0.80 -3.10 0.42  0.000
H: 4.61 0.77 -2.31  0.000
H: 6.08 1.68 -1.65  0.000
H: 4.48 1.87 -0.82  0.000
H: 7.62 0.36 -0.76  0.000

Computed properties:
Total charge = -1
Molar mass = 1051.685 Da
Multiplicity = 6
LUMO energy (alpha / beta) = 1.29 / -0.53 eV

=====

(2)
Here is a 2-piece molecular cluster, C16H37N3O2Si overall at a distorted geometry from the Open Molecules 2025 dataset. Energies are from the ωB97M-V functional and the def2-TZVPD basis.

Each line ends with the natural charge from an NBO analysis.
CARTESIAN COORDINATES (ANGSTROEM)
C: -2.26 2.09 -1.08  -0.615
C: -1.29 1.37 -2.03  -0.211
N: -2.01 0.40 -2.81  -0.623
C: -1.33 -0.26 -3.93  -0.233
N: -0.78 0.80 -4.80  -0.866
C: -2.40 -1.09 -4.71  0.739
O: -3.48 -0.54 -4.95  -0.730
O: -2.01 -2.26 -4.96  -0.778
Si: 0.01 -1.53 -3.45  1.666
C: -0.78 -2.80 -2.32  -1.122
C: 0.95 -2.28 -4.89  -1.120
C: 1.40 -0.76 -2.39  -1.126
H: -2.02 1.90 -0.04  0.160
H: -3.28 1.76 -1.27  0.233
H: -2.21 3.17 -1.21  0.206
H: -0.49 0.94 -1.41  0.118
H: -0.83 2.11 -2.68  0.208
H: -2.46 -0.28 -2.23  0.362
H: -0.75 0.41 -5.74  0.366
H: -1.52 1.50 -4.86  0.361
H: -0.08 -3.59 -2.04  0.216
H: -1.65 -3.24 -2.79  0.276
H: -1.10 -2.31 -1.40  0.189
H: 1.29 -3.29 -4.64  0.227
H: 1.83 -1.69 -5.13  0.215
H: 0.32 -2.35 -5.77  0.267
H: 2.18 -1.53 -2.32  0.217
H: 1.81 0.13 -2.86  0.237
H: 1.07 -0.55 -1.38  0.175
C: -1.21 1.45 5.10  -0.617
C: -0.67 0.05 4.85  -0.406
C: 0.86 -0.03 4.66  -0.429
C: 1.56 1.00 3.79  -0.211
N: 1.40 0.97 2.28  -0.212
C: 2.39 0.04 1.63  -0.214
C: 1.76 -1.33 1.72  -0.428
C: 0.24 -1.07 1.63  -0.430
C: 0.08 0.45 1.78  -0.236
C: 1.61 2.36 1.78  -0.398
H: -0.92 2.16 4.33  0.186
H: -2.30 1.44 5.12  0.234
H: -0.87 1.84 6.06  0.215
H: -1.19 -0.41 4.01  0.201
H: -0.91 -0.58 5.71  0.226
H: 1.14 -1.05 4.37  0.222
H: 1.31 0.12 5.65  0.235
H: 2.63 0.92 3.95  0.222
H: 1.28 2.00 4.11  0.223
H: 2.47 0.37 0.59  0.240
H: 3.36 0.13 2.12  0.226
H: 2.02 -1.82 2.66  0.212
H: 2.11 -1.98 0.92  0.260
H: -0.30 -1.63 2.40  0.226
H: -0.15 -1.39 0.67  0.262
H: -0.73 0.80 2.41  0.237
H: -0.06 0.89 0.79  0.246
H: 2.60 2.70 2.08  0.225
H: 0.84 3.01 2.20  0.227
H: 1.53 2.36 0.70  0.241

Computed properties:
Molar mass = 331.577 Da
LUMO energy = -0.66 eV